# C32H79O17P

A cluster of 12 separate species, C32H79O17P in total in a non-equilibrium geometry (ωB97M-V/def2-TZVPD, the OMol25 dataset).

XYZ file:
```
129
Properties=species:S:1:pos:R:3:forces:R:3
P -1.6857 3.6396 -2.1212 -0.61 -5.18 -1.77
O -2.1352 2.1379 -2.4214 1.77 5.97 1.76
O -2.9654 6.7692 -6.3154 0.08 -0.29 -0.13
O 6.0153 -1.1536 0.2114 -0.36 -0.25 -0.18
O 4.0420 -4.1054 1.5487 0.34 0.22 -0.18
O -0.1986 -3.6732 -3.1591 0.16 -0.46 0.09
O -2.8210 4.4942 -1.0665 -0.28 -3.71 0.37
O -0.1549 -3.1523 2.3303 1.87 2.13 -7.93
O -3.6716 -8.8612 4.5670 -0.15 0.00 0.36
O 6.6999 0.7812 -3.0222 -0.05 -0.58 -0.07
O 2.6094 7.1676 -7.8317 0.04 0.22 -0.35
O 3.2252 0.6592 1.7177 -0.03 0.42 -0.39
O -5.2540 3.3498 3.4136 0.38 -0.04 0.00
O -3.3262 0.9957 4.6232 0.03 0.08 -0.28
O -1.8122 4.4766 -3.6835 1.83 -3.99 -0.07
O -0.2607 -1.7448 0.2588 1.44 -2.10 2.78
O -0.0209 3.8052 -1.6329 -4.25 0.17 -0.20
O -2.5399 -5.6043 0.9080 0.11 0.30 -0.34
C 0.8591 6.2163 -6.4858 -0.11 -0.16 0.07
C -7.4530 4.3196 3.3534 -0.22 0.00 -0.08
C -5.0765 0.0443 5.9690 -0.12 -0.21 0.14
C 7.3750 -0.7584 0.3177 -0.01 0.30 -0.24
C -2.1077 -2.2163 -3.0443 -0.13 0.24 0.08
C 4.3413 0.2487 3.8071 -0.04 0.01 0.23
C -0.3869 -0.5686 1.1533 -0.17 1.22 1.66
C -1.2634 2.6426 -5.8673 -1.27 6.74 7.74
C -3.6486 3.5070 -0.3250 -3.09 -4.54 6.82
C -2.3774 -6.5527 1.9522 -0.08 0.38 0.26
C -1.3939 3.4679 -4.7114 0.06 -4.24 -7.92
C 2.1636 6.9860 -6.4959 -0.34 0.03 -0.16
C -3.2775 7.6813 -5.2729 0.28 -0.23 0.11
C 4.5135 -5.1292 2.4123 0.22 0.17 0.09
C 0.2579 3.1346 -0.3536 2.18 -1.44 2.02
C -2.0057 8.1469 -4.5946 0.12 0.20 0.13
C -0.9354 -2.6939 -3.8762 -0.31 -0.11 0.21
C -3.2240 -6.1591 3.1450 -0.02 0.00 0.38
C 7.5024 0.7299 0.0664 0.05 0.30 -0.01
C 0.3500 1.4765 -0.4836 -0.94 0.44 -1.03
C -3.7891 -10.1861 4.0702 -0.34 0.05 0.01
C -3.7720 0.8141 5.9590 -0.24 0.05 -0.31
C -6.4297 3.5678 4.1792 -0.15 0.34 -0.07
C 5.1582 -4.5159 3.6381 0.01 0.01 0.25
C -4.2984 2.7359 0.6705 5.45 5.04 -6.98
C -0.8767 0.8029 0.3817 0.20 -1.15 -0.01
C 0.1933 -2.9221 1.0345 -1.53 -1.51 4.73
C 6.7880 2.1674 -4.9845 -0.11 0.16 -0.15
C 3.6966 -0.3645 2.5813 0.34 -0.04 0.10
C 1.1454 -4.1096 0.3424 -0.94 1.03 0.16
C -4.8796 -10.2506 3.0210 -0.05 -0.09 -0.23
C 7.2109 2.0007 -3.5397 0.07 -0.06 -0.36
H 0.6822 -0.4360 1.6580 -2.34 0.02 -1.05
H -1.7595 -1.7917 -2.0971 0.03 -0.01 -0.17
H -8.3674 4.4918 3.9280 0.07 0.04 -0.08
H 5.7160 -0.9352 -0.6878 0.10 -0.06 0.44
H 7.0589 0.0589 -3.5656 -0.23 0.38 0.26
H -1.4575 7.2973 -4.1744 -0.11 0.05 0.06
H -2.2591 -4.7388 1.2518 -0.08 -0.40 -0.11
H 5.5230 -5.2923 4.3165 0.02 0.10 -0.02
H 4.4102 -0.9864 2.0322 -0.06 -0.08 0.15
H -4.5293 -8.6163 4.9546 0.46 -0.10 -0.21
H 5.1809 0.8914 3.5227 0.05 -0.13 0.00
H 7.1580 1.3370 -5.5947 0.08 0.12 0.03
H 7.9646 -1.3304 -0.4053 0.19 0.04 0.07
H -2.4994 6.0150 -5.9153 -0.24 0.32 -0.22
H 0.5041 6.0639 -5.4627 -0.06 -0.02 -0.08
H 0.9847 5.2402 -6.9658 0.05 0.10 0.15
H 8.3014 1.9914 -3.4485 0.03 0.20 -0.02
H -2.2287 8.8544 -3.7912 0.08 -0.05 -0.01
H -3.8109 8.5305 -5.7104 0.05 -0.22 -0.09
H -4.0090 -10.8567 4.9066 0.05 -0.20 -0.10
H 7.1702 3.1053 -5.3970 -0.03 -0.11 -0.03
H -7.0538 5.2858 3.0280 -0.06 -0.02 0.12
H 2.2052 -4.0232 0.8787 -2.45 -0.20 -1.29
H -4.9067 4.2208 3.1552 -0.07 -0.52 0.04
H -6.8244 2.5939 4.4838 0.21 0.07 -0.09
H 7.1320 0.9873 -0.9313 0.19 -0.16 0.21
H -1.3178 -6.6004 2.2217 0.00 -0.16 0.14
H -2.6835 -1.4574 -3.5814 -0.01 -0.05 0.08
H 3.6617 -5.7529 2.6994 0.02 0.17 -0.18
H -0.8017 -4.4120 -2.9681 0.32 0.41 -0.05
H 4.7061 -0.5277 4.4855 0.03 0.09 -0.02
H -4.9798 -11.2649 2.6245 -0.07 0.09 0.01
H -4.6588 -9.5678 2.1941 0.05 -0.13 0.10
H 6.8997 1.2944 0.7853 0.15 -0.11 0.08
H -3.9436 7.1855 -4.5601 -0.07 0.17 0.12
H 4.4419 -3.8852 4.1747 0.02 -0.16 -0.07
H -2.6816 -7.5330 1.5736 0.04 0.18 -0.12
H -4.2807 -6.1010 2.8643 0.10 -0.10 -0.03
H -6.1632 4.1292 5.0800 -0.17 -0.06 0.11
H -1.8137 0.5072 -0.2840 2.11 0.80 1.19
H -1.1719 -0.7691 2.0082 1.61 0.12 -1.75
H -3.1135 -6.8829 3.9574 -0.01 0.24 -0.20
H -1.3393 8.6301 -5.3166 -0.15 0.00 0.06
H -1.1255 2.2284 -6.9778 -0.15 1.11 3.33
H 8.5443 1.0515 0.1491 -0.06 0.04 0.01
H -2.8260 -10.4761 3.6396 -0.06 0.20 0.16
H 0.0889 6.7520 -7.0502 -0.01 0.03 0.15
H 5.2271 -5.7510 1.8631 0.00 -0.16 0.12
H 0.6068 -5.1321 0.6208 1.21 2.31 -0.61
H -4.0156 1.4914 4.1489 0.33 0.00 0.24
H -2.7709 -3.0509 -2.7945 -0.01 0.04 -0.12
H -4.9509 -0.9317 5.4891 0.06 0.12 0.12
H 0.1985 1.2582 -1.6463 0.29 0.34 2.58
H -5.8467 0.5800 5.4046 0.03 0.03 0.12
H 7.7256 -1.0081 1.3235 -0.20 -0.10 -0.11
H -1.2762 -3.1317 -4.8195 -0.05 0.17 -0.13
H 1.4237 1.0578 -0.1973 -2.43 1.07 -0.23
H -2.9993 0.2650 6.5053 -0.01 0.11 -0.21
H -3.8925 1.7966 6.4257 -0.02 -0.03 0.21
H -0.2639 -1.8610 -4.1051 0.05 -0.23 0.09
H -2.9374 -5.1688 3.5135 0.10 -0.06 -0.06
H -4.6053 1.8825 1.4418 0.64 2.45 -2.34
H 5.9978 -3.8732 3.3537 0.02 -0.13 0.00
H 3.9904 1.2024 1.4620 -0.38 -0.35 0.10
H -5.8413 -9.9401 3.4424 0.05 -0.13 0.01
H 6.8207 2.8208 -2.9295 0.00 -0.25 0.05
H 4.8073 -3.5622 1.2930 -0.40 -0.10 0.02
H 2.0431 7.9685 -6.0292 -0.01 -0.05 0.22
H -5.4315 -0.1081 6.9922 -0.06 0.00 -0.09
H 2.9363 6.4369 -5.9496 0.01 0.12 -0.23
H -1.2893 1.5648 1.2006 1.08 -1.76 -1.61
H 5.6964 2.1627 -5.0688 0.15 0.07 0.07
H 1.9200 7.6634 -8.3060 0.39 -0.29 0.25
H 1.2164 -3.9695 -0.8233 -0.15 -0.25 2.39
H 1.3571 3.4716 -0.0329 -2.51 -0.32 -0.98
H -0.4447 3.4660 0.5296 1.07 -0.56 -2.01
H 2.8448 -0.9883 2.8684 -0.01 0.16 -0.16
H -7.7046 3.7578 2.4480 0.01 0.01 0.17
H 3.6251 0.8794 4.3437 0.04 -0.15 -0.04
```
Positions in Å, forces in eV/Å.

Values from the calculation:
Kohn-Sham gap	8.724	eV
HOMO energy	-9.5	eV
LUMO	-0.8	eV
structure (SMILES)	C#COP(=O)(OC#C)OCCCCOC(C)=O.CCO.CCO.CCO.CCO.CCO.CCO.CCO.CCO.CCO.CCO.CCO